This record from the Open Molecules 2025 dataset describes a 11-piece molecular cluster, C44H110O22 overall in a non-equilibrium geometry. The level of theory is ωB97M-V with the def2-TZVPD basis set.

The geometry in XYZ format:
```
176
Properties=species:S:1:pos:R:3:forces:R:3:lowdin_charge:R:1
C 1.7061 2.9754 1.4211 -0.766 0.391 0.374 -0.054
O 0.9235 1.9315 0.7675 1.832 1.575 -0.249 -0.180
C 0.3737 1.0447 1.6749 -0.522 -1.332 0.460 -0.208
C -0.1733 -0.2092 0.9314 1.049 0.251 -1.043 -0.123
O 0.9198 -0.8169 0.1716 0.861 2.382 0.446 -0.209
C 0.5806 -1.8707 -0.6815 -1.521 -1.036 1.831 -0.106
H 2.7289 3.1280 1.0768 -0.252 -0.382 -0.769 0.098
H 1.8340 2.9077 2.5015 -0.234 -1.035 0.217 0.072
H 1.1496 3.9122 1.3933 0.001 0.191 -0.634 0.059
H -0.3644 1.5854 2.2674 -0.901 -0.303 -0.096 0.126
H 1.0863 0.7720 2.4534 0.483 -0.468 -0.244 0.101
H -0.9358 0.0496 0.1967 -0.242 0.332 0.028 0.094
H -0.6426 -0.9323 1.5984 0.261 -0.096 0.329 0.097
H -0.2489 -1.6599 -1.3564 0.032 0.337 -0.370 0.073
H 0.1750 -2.5301 0.0858 -0.395 -1.352 -0.642 0.085
H 1.4097 -2.3900 -1.1622 0.314 0.634 0.120 0.084
C 4.6022 1.3839 5.0311 1.364 1.075 0.079 -0.134
O 3.8427 0.7597 6.0323 -0.634 0.793 -0.377 -0.152
C 3.6459 -0.5983 5.7855 0.539 -1.017 0.543 -0.208
C 2.6786 -0.9223 4.6515 1.129 -0.223 -0.669 -0.171
O 3.2783 -1.9763 3.8589 -1.382 -0.183 1.527 -0.169
C 2.5592 -2.2778 2.6741 0.945 1.667 -0.963 -0.090
H 4.2046 1.5797 4.0353 -1.031 -0.375 0.019 0.076
H 5.5582 0.9133 4.8017 0.112 -0.729 0.380 0.094
H 4.8955 2.3668 5.4000 -0.216 -0.058 0.201 0.073
H 3.3154 -1.1164 6.6857 -0.341 0.570 0.328 0.127
H 4.6524 -1.0052 5.6878 -0.024 -0.539 -0.965 0.127
H 2.5196 -0.0204 4.0604 0.292 0.194 -0.453 0.095
H 1.6831 -1.1176 5.0501 -0.099 -0.760 -0.014 0.112
H 2.7837 -1.3953 2.0750 -0.275 -0.033 -0.852 0.084
H 1.4700 -2.3197 2.6694 -0.115 -0.388 0.784 0.066
H 3.0050 -3.1220 2.1480 -0.041 -0.146 0.379 0.087
C -3.3028 1.8753 0.6227 0.021 0.257 0.263 -0.096
O -4.6061 2.0997 0.0984 1.506 -0.727 -0.718 -0.171
C -5.6062 1.7329 0.9793 -2.297 1.300 0.069 -0.213
C -6.9951 2.1604 0.3667 1.516 0.007 -0.443 -0.199
O -6.9526 3.5522 0.1009 -1.574 0.368 -0.032 -0.200
C -8.2966 4.1462 -0.0748 1.591 -0.507 1.304 -0.058
H -2.5529 2.0899 -0.1387 -0.266 -0.084 -0.169 0.064
H -3.1087 0.8757 1.0115 -0.392 -0.404 -0.327 0.077
H -3.0844 2.5201 1.4739 -0.209 0.470 0.152 0.093
H -5.4685 2.3294 1.8811 -0.160 -0.070 0.467 0.125
H -5.6689 0.6807 1.2569 0.373 -0.331 -0.202 0.117
H -7.8080 1.8399 1.0184 -0.067 0.262 0.363 0.117
H -7.1594 1.6762 -0.5959 0.120 -0.521 -0.112 0.118
H -8.8852 3.7859 0.7689 -0.316 0.126 -0.003 0.077
H -8.8301 3.9121 -0.9960 0.446 -0.120 -0.241 0.083
H -8.1182 5.2130 0.0600 -0.244 -0.072 -0.316 0.086
C 1.3969 9.5053 5.2295 -0.210 -0.370 0.558 -0.107
O 1.7937 8.1829 5.1502 0.922 -1.410 1.569 -0.191
C 1.2412 7.3529 4.1757 1.221 0.294 -0.254 -0.208
C 1.4271 5.8552 4.5074 1.089 1.169 -0.240 -0.140
O 2.8433 5.5352 4.6631 -2.135 2.348 -0.336 -0.180
C 3.2152 4.4126 5.3796 0.119 -0.191 -0.330 -0.130
H 1.8370 10.0598 4.4007 -0.550 0.494 -0.107 0.073
H 1.7645 9.8826 6.1837 0.330 0.144 -0.157 0.093
H 0.3147 9.5044 5.3600 -0.358 0.674 -0.698 0.091
H 1.7965 7.5951 3.2695 -0.333 -0.367 -0.494 0.098
H 0.1885 7.5999 4.0385 -0.355 -0.291 -0.126 0.126
H 1.0451 5.3849 3.6013 -0.231 -0.644 0.091 0.101
H 0.8048 5.6606 5.3808 0.304 -0.547 0.205 0.126
H 3.1153 3.5953 4.6654 0.267 -0.699 0.552 0.061
H 2.6768 4.2197 6.3075 -0.388 0.057 -0.033 0.099
H 4.2480 4.6221 5.6580 0.136 -0.501 -0.096 0.096
C -4.5905 -3.5599 4.7688 -0.655 -0.337 -1.409 -0.137
O -3.4823 -2.8563 4.2303 2.210 -0.864 1.432 -0.203
C -2.1858 -3.2431 4.8895 0.102 0.898 -1.625 -0.106
C -0.9222 -2.7901 3.9657 -1.394 -1.328 1.091 -0.162
O -0.7252 -3.5131 2.7560 -0.770 1.356 -1.321 -0.222
C -0.1341 -4.7864 2.7491 0.225 -0.341 1.483 -0.100
H -4.8678 -3.4392 5.8160 0.433 0.524 0.115 0.087
H -4.5739 -4.6297 4.5604 0.684 -0.351 0.192 0.081
H -5.4120 -3.2679 4.1146 -0.285 0.439 0.382 0.084
H -2.1790 -4.3005 5.1539 -0.084 -0.162 -0.371 0.106
H -2.0972 -2.6958 5.8279 -0.012 0.193 0.049 0.112
H 0.0194 -2.7810 4.5148 -0.061 -0.393 0.583 0.104
H -1.1261 -1.7322 3.8006 -0.063 -0.061 -0.890 0.109
H -0.7769 -5.4564 3.3200 0.271 -0.342 0.176 0.091
H 0.8767 -4.7439 3.1549 0.092 0.003 0.678 0.084
H 0.0654 -5.2663 1.7910 -0.909 0.835 -0.527 0.072
C 1.4338 6.7202 -0.1602 -0.380 -0.360 0.645 -0.112
O 1.7334 7.6060 0.9071 0.584 -0.159 -0.746 -0.178
C 2.2192 8.8120 0.3649 -0.558 1.861 0.013 -0.204
C 2.4797 9.8992 1.4229 1.294 0.594 -0.148 -0.175
O 3.2598 10.9872 0.8299 -0.378 -1.011 0.017 -0.193
C 3.3259 12.0881 1.7270 -1.405 -0.493 0.080 -0.109
H 2.2722 6.2663 -0.6885 0.651 0.390 0.168 0.092
H 0.8245 7.2189 -0.9139 -0.329 0.000 -0.011 0.086
H 0.9205 5.8776 0.3029 -0.356 0.079 -0.125 0.060
H 1.4332 9.2959 -0.2150 -0.331 -0.302 -0.574 0.121
H 3.0495 8.6926 -0.3311 0.423 -0.216 0.345 0.133
H 3.0256 9.5101 2.2823 0.197 -0.189 0.110 0.116
H 1.5578 10.3345 1.8084 -0.331 -0.183 -0.094 0.117
H 3.6108 11.7190 2.7122 0.733 0.381 0.090 0.083
H 2.3100 12.4556 1.8720 -0.362 0.203 0.065 0.078
H 3.8624 12.9482 1.3263 0.548 -0.596 0.001 0.093
C 1.4126 1.0450 -3.0475 0.320 0.045 -0.525 -0.002
O 0.5274 2.1749 -3.2663 -0.597 0.042 0.089 -0.063
C -0.8118 1.8410 -3.5301 -0.186 0.020 1.155 -0.129
C -1.8154 3.0344 -3.5497 0.185 1.032 0.459 -0.072
O -2.2006 3.4614 -2.2187 1.187 -1.128 -1.053 -0.019
C -1.1256 3.9821 -1.5238 0.037 1.313 1.580 -0.069
H 2.3787 1.4038 -3.4027 -0.105 -0.102 -0.108 0.106
H 1.0642 0.1856 -3.6203 -0.001 0.102 -0.189 0.100
H 1.5718 0.6897 -2.0294 -0.620 0.531 0.597 0.102
H -1.1122 1.1129 -2.7766 -0.285 -0.317 0.092 0.144
H -0.9094 1.3474 -4.4970 0.017 0.138 -0.429 0.167
H -2.7274 2.8141 -4.1046 0.096 -0.372 0.315 0.147
H -1.3682 3.9175 -4.0061 0.363 -0.108 -0.299 0.144
H -1.4306 4.3322 -0.5377 -0.695 -0.010 -0.069 0.119
H -0.5697 4.8097 -1.9644 -0.203 -0.087 -0.842 0.119
H -0.3579 3.2773 -1.2044 0.510 -1.230 -0.446 0.114
C 4.0011 -1.3262 -3.5345 0.019 -0.441 -0.508 -0.114
O 4.1599 -2.4642 -4.3596 -0.399 0.052 -0.231 -0.198
C 3.1126 -2.6794 -5.3213 0.591 -0.665 0.808 -0.153
C 3.3966 -4.0350 -6.0125 -0.895 -0.183 0.004 -0.180
O 2.6748 -4.0493 -7.2191 0.320 0.918 -0.643 -0.187
C 2.4756 -5.2802 -7.8494 -0.637 -0.071 -0.605 -0.113
H 3.1436 -1.4083 -2.8667 -0.095 -0.352 0.394 0.066
H 3.8109 -0.4207 -4.1107 0.281 0.217 -0.380 0.071
H 4.9351 -1.2319 -2.9805 -0.222 0.135 0.107 0.100
H 3.0469 -1.8230 -5.9924 0.237 -0.156 -0.492 0.125
H 2.1473 -2.7501 -4.8200 -0.216 -0.039 0.196 0.105
H 2.9687 -4.8893 -5.4879 0.127 0.132 1.010 0.113
H 4.4634 -4.2442 -6.0922 0.240 0.355 -0.362 0.129
H 1.7085 -5.1171 -8.6065 -0.054 0.150 0.001 0.092
H 2.0598 -6.0460 -7.1947 0.224 -0.112 0.409 0.074
H 3.3283 -5.6724 -8.4036 0.451 0.030 0.334 0.088
C 3.8390 -4.7397 -1.5246 0.174 -0.862 -0.683 -0.102
O 3.2180 -4.4661 -0.2900 0.092 -0.576 0.078 -0.182
C 2.2978 -5.4938 0.1159 0.004 1.371 0.751 -0.195
C 2.8160 -6.8789 0.4181 0.799 0.650 0.267 -0.223
O 3.2245 -7.4728 -0.7621 0.281 -0.749 -0.987 -0.202
C 3.9536 -8.6914 -0.6809 -1.079 -0.324 -0.364 -0.082
H 3.0861 -5.1461 -2.1999 -0.110 0.228 -0.452 0.085
H 4.5820 -5.5353 -1.4698 0.122 -0.038 0.344 0.085
H 4.3521 -3.8927 -1.9802 -0.434 0.384 0.397 0.079
H 1.4361 -5.5261 -0.5508 0.001 -0.139 -0.479 0.122
H 1.9385 -5.0447 1.0417 -0.156 -0.374 0.145 0.084
H 2.0394 -7.4449 0.9325 -0.272 -0.189 0.070 0.129
H 3.6701 -6.7923 1.0898 0.148 0.057 0.360 0.136
H 3.4339 -9.4383 -0.0807 -0.066 0.112 0.566 0.084
H 4.9858 -8.6044 -0.3415 0.019 0.309 -0.032 0.092
H 3.8743 -9.1262 -1.6773 0.552 0.218 -0.120 0.090
C -3.2434 -1.9915 0.4357 -0.428 -0.566 -0.319 -0.078
O -2.9901 -1.1650 -0.6992 0.321 0.493 -0.651 -0.210
C -4.0955 -0.7977 -1.5292 -0.559 -1.038 1.180 -0.186
C -4.4841 -1.8598 -2.5341 0.660 0.314 0.628 -0.225
O -4.9634 -2.9405 -1.7965 0.040 -1.278 0.244 -0.200
C -5.6904 -3.8920 -2.5741 -1.022 0.570 0.621 -0.074
H -4.0379 -1.6198 1.0829 0.173 0.679 0.237 0.088
H -2.2957 -2.1293 0.9562 -0.215 0.187 0.082 0.065
H -3.6312 -2.9767 0.1767 0.306 -0.109 -0.419 0.084
H -3.9868 0.1834 -1.9914 0.561 -0.008 0.100 0.119
H -4.9668 -0.7515 -0.8759 -0.287 0.431 0.125 0.120
H -3.6033 -2.2014 -3.0778 0.020 0.278 -0.680 0.123
H -5.2805 -1.4238 -3.1371 0.052 -0.063 -0.567 0.130
H -5.4797 -4.9542 -2.4495 1.156 0.151 0.080 0.084
H -5.6622 -3.5952 -3.6225 -0.252 -0.280 -0.038 0.081
H -6.6865 -3.8457 -2.1341 -0.516 0.161 -0.675 0.089
C -3.9083 -5.7847 -6.5971 -0.173 0.093 -0.751 -0.127
O -2.5263 -5.7629 -6.4703 1.477 0.072 1.563 -0.169
C -2.0578 -6.1050 -5.1700 1.755 -0.377 -0.010 -0.178
C -0.5125 -5.7979 -4.9495 -1.274 -0.013 0.125 -0.177
O -0.2146 -4.4177 -4.8937 -0.412 0.043 0.396 -0.192
C -0.5609 -3.8700 -3.6099 0.375 0.081 -1.301 -0.090
H -4.4213 -4.9840 -6.0644 0.082 0.238 0.270 0.077
H -4.3367 -6.7342 -6.2759 -0.112 -0.211 -0.168 0.090
H -4.0138 -5.6086 -7.6676 -0.717 -0.244 0.050 0.096
H -2.1504 -7.1716 -4.9651 -0.095 -0.486 -0.417 0.118
H -2.6355 -5.6887 -4.3447 -0.205 0.758 -0.163 0.103
H 0.1641 -6.3064 -5.6363 -0.412 0.355 -0.682 0.113
H -0.2017 -6.2387 -4.0022 -0.383 -0.240 0.464 0.111
H -1.6137 -3.9768 -3.3485 -0.114 -0.269 -0.038 0.074
H -0.3798 -2.8023 -3.7343 0.233 0.005 0.413 0.075
H 0.0728 -4.3451 -2.8610 0.010 0.241 0.333 0.082
```
Positions in Å, forces in eV/Å.

Computed properties:
Energy, eV: -92429.578
2S+1: 2
F_max, eV/A: 3.2
Energy relative to the best compared isomer or geometry (same formula, charge and spin), eV: 2.010
Charge: +1